Run A
Molecular formula: C3HCl3O
Method: DFT, wB97M-V/def2-TZVPD

Gap between HOMO and LUMO (spin up / spin down): 7.67 / 8.57 eV
Charge: 0

Element x y z (Å)
C (-0.474, -0.624, -0.557)
C (-0.916, -0.282, -1.740)
C (0.833, 1.746, -2.123)
O (1.284, 2.200, -1.116)
Cl (-1.373, -1.662, 0.541)
Cl (-2.357, -0.376, -2.677)
Cl (0.939, 1.987, -3.696)
H (0.513, -0.658, -0.097)

Löwdin population analysis, charges in e, atoms 1 to 6: number 1, C, carries -0.669; number 2, C, carries -0.626; number 3, C, carries -0.784; number 4, O, carries 0.046; number 5, Cl, carries 0.550; number 6, Cl, carries 0.612

---

Run B
Molecular formula: C3HCl3O
Method: DFT, wB97M-V/def2-TZVPD

Structure (SMILES): O=C1[C@H](Cl)C1(Cl)Cl
Gap between HOMO and LUMO: 9.24 eV
Charge: 0

Element x y z (Å)
O (0.006, -1.867, 1.179)
C (-0.043, -0.922, 0.494)
C (0.629, -0.138, -0.554)
Cl (2.146, 0.735, -0.219)
C (-0.625, 0.374, 0.138)
Cl (-1.999, 0.511, -0.907)
Cl (-0.661, 1.572, 1.452)
H (0.548, -0.265, -1.584)

Löwdin population analysis, charges in e, atoms 1 to 6: number 1, O, carries 0.197; number 2, C, carries -0.462; number 3, C, carries -0.590; number 4, Cl, carries 0.626; number 5, C, carries -1.175; number 6, Cl, carries 0.686

---

Run C
Molecular formula: C3HCl3O
Method: DFT, wB97M-V/def2-TZVPD

Gap between HOMO and LUMO (spin up / spin down): 8.61 / 8.61 eV
Charge: 0

Element x y z (Å)
C (0.099, 0.795, -0.179)
C (-1.139, 1.154, 0.027)
C (-2.687, -0.606, -0.194)
O (-2.306, -1.714, -0.161)
Cl (1.403, 1.934, -0.436)
Cl (-1.957, 2.603, -0.025)
Cl (-4.199, 0.086, -0.275)
H (0.413, -0.231, -0.164)

Löwdin population analysis, charges in e, atoms 1 to 6: number 1, C, carries -0.650; number 2, C, carries -0.704; number 3, C, carries -0.738; number 4, O, carries 0.057; number 5, Cl, carries 0.577; number 6, Cl, carries 0.659

---

Most stable pick: run B. Distance to second place: 1.091 eV.

---

Run A
Molecular formula: C7H29NO6
Method: DFT, wB97M-V/def2-TZVPD

Structure (SMILES): CCCCN(C)CC.O.O.O.O.O.O
Gap between HOMO and LUMO: 8.71 eV
Charge: 0

Element x y z (Å)
C (1.382, -0.362, 1.263)
C (1.218, -1.238, 0.017)
C (0.463, -2.528, 0.399)
C (-0.208, -3.226, -0.862)
N (-0.860, -2.404, -1.857)
C (-0.053, -1.590, -2.761)
C (-2.051, -1.681, -1.401)
C (-2.028, -0.312, -0.677)
H (1.383, 0.701, 1.071)
H (0.620, -0.542, 2.012)
H (2.225, -0.728, 1.851)
H (2.190, -1.501, -0.412)
H (0.602, -0.715, -0.694)
H (1.093, -3.220, 0.956)
H (-0.355, -2.158, 1.023)
H (0.616, -3.743, -1.360)
H (-0.862, -3.945, -0.373)
H (-0.517, -1.618, -3.750)
H (0.093, -0.557, -2.443)
H (0.958, -1.982, -2.764)
H (-2.817, -1.618, -2.178)
H (-2.391, -2.372, -0.618)
H (-1.634, 0.508, -1.272)
H (-3.008, -0.237, -0.203)
H (-1.414, -0.361, 0.230)
O (1.218, 3.128, 2.854)
H (0.392, 3.304, 2.360)
H (1.819, 3.718, 2.388)
O (-1.313, 3.598, 1.403)
H (-1.764, 2.845, 1.843)
H (-1.940, 3.750, 0.684)
O (-1.850, 1.479, 2.910)
H (-1.344, 0.749, 2.542)
H (-1.830, 1.317, 3.854)
O (0.552, 0.687, 3.670)
H (0.698, 1.605, 3.349)
H (1.125, 0.622, 4.442)
O (0.092, 3.304, -2.742)
H (0.201, 2.453, -3.182)
H (-0.810, 3.532, -2.995)
O (3.183, -1.402, -3.436)
H (2.403, -1.655, -3.948)
H (2.766, -1.289, -2.573)

Löwdin population analysis, charges in e, atoms 1 to 6: number 1, C, carries -0.111; number 2, C, carries -0.255; number 3, C, carries -0.169; number 4, C, carries -0.192; number 5, N, carries -0.215; number 6, C, carries -0.099

---

Run B
Molecular formula: C7H29NO6
Method: DFT, wB97M-V/def2-TZVPD

Structure (SMILES): CC(C)CNC(C)C.O.O.O.O.O.O
Gap between HOMO and LUMO: 9.81 eV
Charge: 0

Element x y z (Å)
C (1.965, -0.608, -2.277)
C (1.817, -0.296, -0.788)
C (2.426, 1.108, -0.545)
C (0.391, -0.389, -0.115)
N (0.394, -1.479, 0.843)
C (-0.824, -1.620, 1.634)
C (-1.170, -0.413, 2.548)
C (-2.094, -1.701, 0.766)
H (1.085, -0.333, -2.870)
H (2.763, 0.004, -2.689)
H (2.181, -1.652, -2.506)
H (2.281, -1.063, -0.173)
H (1.867, 1.544, 0.284)
H (3.470, 1.094, -0.242)
H (2.272, 1.766, -1.389)
H (-0.387, -0.507, -0.868)
H (0.164, 0.578, 0.357)
H (1.188, -1.322, 1.456)
H (-0.945, -2.585, 2.131)
H (-1.239, 0.517, 1.984)
H (-0.488, -0.160, 3.356)
H (-2.146, -0.650, 2.971)
H (-3.044, -1.963, 1.217)
H (-2.150, -0.798, 0.145)
H (-2.026, -2.418, -0.074)
O (-2.432, 2.088, 0.056)
H (-2.676, 2.286, -0.859)
H (-3.127, 2.488, 0.587)
O (-1.487, -1.950, -3.326)
H (-0.542, -2.042, -3.511)
H (-1.456, -1.331, -2.586)
O (1.568, 1.129, 2.814)
H (1.186, 1.856, 2.308)
H (1.648, 1.463, 3.711)
O (0.301, -3.498, -1.296)
H (-0.607, -3.285, -1.539)
H (0.517, -2.895, -0.559)
O (-0.014, 2.727, -1.340)
H (-0.029, 1.877, -0.879)
H (0.926, 2.879, -1.461)
O (-0.531, 3.421, 1.240)
H (-0.483, 3.668, 0.292)
H (-0.516, 2.463, 1.193)

Löwdin population analysis, charges in e, atoms 1 to 6: number 1, C, carries -0.065; number 2, C, carries -0.335; number 3, C, carries -0.063; number 4, C, carries -0.211; number 5, N, carries -0.042; number 6, C, carries -0.386

---

Most stable pick: run B. Distance to second place: 0.346 eV.

---

Run A
Molecular formula: C4H5BrO2
Method: DFT, wB97M-V/def2-TZVPD

Gap between HOMO and LUMO (spin up / spin down): 7.40 / 7.39 eV
Charge: 0

Element x y z (Å)
C (0.822, 0.063, -0.572)
C (2.614, -1.798, -0.852)
C (3.284, -0.726, -0.847)
C (0.711, 0.750, 1.735)
O (2.101, -2.819, -1.191)
O (1.030, 0.974, 0.347)
Br (4.122, 0.443, 0.482)
H (0.262, -0.795, -0.320)
H (1.130, 0.487, -1.524)
H (1.211, 1.536, 2.206)
H (1.274, -0.178, 1.885)
H (-0.388, 0.601, 2.040)

Löwdin population analysis, charges in e, atoms 1 to 6: number 1, C, carries 0.059; number 2, C, carries -0.499; number 3, C, carries -0.489; number 4, C, carries -0.037; number 5, O, carries 0.046; number 6, O, carries -0.192

---

Run B
Molecular formula: C4H5BrO2
Method: DFT, wB97M-V/def2-TZVPD

Structure (SMILES): C/C(=C/Br)OC=O
Gap between HOMO and LUMO: 8.88 eV
Charge: 0

Element x y z (Å)
C (0.804, 0.470, -0.175)
C (-0.586, 0.067, 0.428)
C (-1.705, -0.024, -0.278)
Br (-3.263, -0.707, 0.622)
O (-0.621, -0.413, 1.698)
C (-0.101, -1.963, 1.745)
O (1.032, -1.890, 1.326)
H (1.288, 0.812, 0.656)
H (0.583, 1.093, -0.961)
H (1.129, -0.385, -0.662)
H (-2.070, 0.397, -1.145)
H (-0.711, -2.827, 2.428)

Löwdin population analysis, charges in e, atoms 1 to 6: number 1, C, carries 0.018; number 2, C, carries -0.474; number 3, C, carries -0.456; number 4, Br, carries 0.664; number 5, O, carries -0.157; number 6, C, carries -0.070

---

Run C
Molecular formula: C4H5BrO2
Method: DFT, wB97M-V/def2-TZVPD

Gap between HOMO and LUMO (spin up / spin down): 7.84 / 8.07 eV
Charge: 0

Element x y z (Å)
C (-0.011, 0.147, 0.931)
C (0.472, -1.437, -1.222)
C (-1.195, -0.224, 0.139)
C (0.436, 1.495, 0.457)
O (0.477, -0.525, 1.813)
O (1.400, -1.309, -1.926)
Br (-2.047, -1.722, 0.583)
H (0.080, -2.556, -0.994)
H (-1.453, 0.470, -0.719)
H (0.167, 2.237, 1.086)
H (0.216, 1.682, -0.587)
H (1.457, 1.742, 0.440)

Löwdin population analysis, charges in e, atoms 1 to 6: number 1, C, carries -0.624; number 2, C, carries -0.091; number 3, C, carries -0.639; number 4, C, carries -0.031; number 5, O, carries 0.035; number 6, O, carries 0.084

---

Most stable pick: run B. Distance to second place: 0.606 eV.

---

Run A
Molecular formula: C3H10N3O
Method: DFT, wB97M-V/def2-TZVPD

Gap between HOMO and LUMO: 8.99 eV
Charge: +1

Element x y z (Å)
C (0.065, -0.736, 0.782)
C (1.343, 1.766, 0.294)
C (-1.294, -2.476, -0.055)
N (0.528, -0.722, 1.895)
N (-0.079, 1.417, 0.049)
N (-0.371, 1.284, -1.377)
O (-0.465, -1.230, -0.281)
H (1.581, 1.513, 1.435)
H (2.100, 1.245, -0.232)
H (1.518, 2.854, 0.145)
H (-1.048, -3.024, 0.989)
H (-0.896, -3.246, -0.796)
H (-2.367, -2.208, -0.195)
H (1.024, -0.050, 2.510)
H (-0.692, 0.283, -1.466)
H (-1.273, 1.796, -1.533)
H (0.328, 1.532, -2.165)

Löwdin population analysis, charges in e, atoms 1 to 6: number 1, C, carries -0.240; number 2, C, carries -0.171; number 3, C, carries 0.041; number 4, N, carries 0.267; number 5, N, carries -0.136; number 6, N, carries 0.068

---

Run B
Molecular formula: C3H10N3O
Method: DFT, wB97M-V/def2-TZVPD

Gap between HOMO and LUMO: 10.01 eV
Charge: +1

Element x y z (Å)
N (0.457, -1.498, 1.701)
C (0.157, -1.742, 0.451)
N (1.030, -1.800, -0.512)
H (1.347, -1.086, 1.960)
H (-0.293, -1.417, 2.367)
H (-0.882, -1.919, 0.198)
H (0.722, -1.923, -1.463)
H (1.998, -1.555, -0.361)
C (-1.088, 1.251, 0.445)
C (0.100, 1.404, -0.478)
N (-0.205, 1.474, -1.827)
O (1.238, 1.355, -0.075)
H (-1.746, 2.117, 0.423)
H (-0.720, 1.126, 1.456)
H (-1.702, 0.409, 0.133)
H (-1.015, 2.037, -2.053)
H (0.602, 1.768, -2.367)

Löwdin population analysis, charges in e, atoms 1 to 6: number 1, N, carries 0.207; number 2, C, carries -0.201; number 3, N, carries 0.218; number 4, H, carries 0.153; number 5, H, carries 0.140; number 6, H, carries 0.164

---

Most stable pick: run B. Distance to second place: 6.366 eV.

---

Run A
Molecular formula: C7H8O
Method: DFT, wB97M-V/def2-TZVPD

Structure (SMILES): COc1ccccc1
Gap between HOMO and LUMO: 9.21 eV
Charge: 0

Element x y z (Å)
C (-2.065, -1.842, -0.430)
O (-1.458, -0.575, -0.969)
C (-0.335, -0.129, -0.357)
C (0.261, -0.763, 0.754)
C (1.378, -0.122, 1.303)
C (1.777, 1.158, 0.876)
C (1.090, 1.720, -0.241)
C (0.090, 1.115, -0.824)
H (-1.448, -2.555, -0.594)
H (-2.502, -1.466, 0.746)
H (-3.098, -1.847, -1.208)
H (-0.158, -1.725, 1.328)
H (1.888, -0.448, 2.072)
H (2.831, 1.755, 1.247)
H (1.531, 2.764, -0.435)
H (-0.555, 1.298, -1.891)

Löwdin population analysis, charges in e, atoms 1 to 6: number 1, C, carries -0.030; number 2, O, carries -0.163; number 3, C, carries -0.338; number 4, C, carries -0.030; number 5, C, carries -0.111; number 6, C, carries -0.099

---

Run B
Molecular formula: C7H8O
Method: DFT, wB97M-V/def2-TZVPD

Structure (SMILES): C1=C[C@H]2C=C[C@@H](C1)O2
Gap between HOMO and LUMO: 10.06 eV
Charge: 0

Element x y z (Å)
C (-1.261, -0.097, 1.162)
C (-0.895, -1.210, 0.520)
C (0.453, -1.175, -0.157)
C (0.194, -0.586, -1.516)
C (0.415, 0.715, -1.481)
C (0.648, 1.062, -0.011)
C (-0.652, 1.260, 0.832)
O (1.175, -0.145, 0.564)
H (-2.261, -0.113, 1.634)
H (-1.249, -2.190, 0.516)
H (0.970, -2.200, -0.164)
H (0.261, -1.228, -2.527)
H (0.254, 1.551, -2.141)
H (1.274, 1.859, 0.176)
H (-0.578, 1.865, 1.741)
H (-1.479, 1.800, 0.159)

Löwdin population analysis, charges in e, atoms 1 to 6: number 1, C, carries -0.082; number 2, C, carries -0.053; number 3, C, carries -0.303; number 4, C, carries -0.050; number 5, C, carries -0.023; number 6, C, carries -0.289

---

Most stable pick: run B. Distance to second place: 1.178 eV.